No. 1
55
Properties=species:S:1:pos:R:3 method="wB97M-V/def2-TZVPD" de_lowest_kj_mol=54.06 lumo_ha="-0.3567 / -0.3560" charge=+2 largest_force_ha_per_bohr=0.07009 orbital_gap_ev="6.9 / 7.0" homo_energy_ev="-16.64 / -16.65"
N -0.4717 -1.6141 -0.5114
C -0.9908 -2.6781 -0.1672
O -1.4681 -3.7226 0.1089
Na 1.8412 0.9410 -2.1502
V 0.0366 0.1558 0.1332
N -0.3982 1.3851 -1.2606
N 1.9347 0.1217 -0.2542
C -1.7103 1.2515 -1.9431
C 2.7884 -1.0711 -0.5136
C -1.5468 0.2457 -3.0822
C -2.2331 2.5746 -2.4965
C -2.7331 0.7012 -0.9468
C 4.2519 -0.6498 -0.6127
C 2.6087 -2.0671 0.6231
C 2.3721 -1.7141 -1.8377
H -0.8033 0.6000 -3.8139
H -2.5066 0.1222 -3.6042
H -1.2303 -0.7364 -2.7028
H -2.3672 3.3185 -1.7011
H -3.2167 2.4097 -2.9555
H -1.5750 2.9881 -3.2726
H -2.4286 -0.2727 -0.5393
H -3.6936 0.5716 -1.4643
H -2.8804 1.3984 -0.1110
H 4.4069 0.1168 -1.3877
H 4.8672 -1.5214 -0.8765
H 4.6199 -0.2509 0.3399
H 2.8823 -1.6249 1.5862
H 3.2459 -2.9433 0.4496
H 1.5691 -2.4032 0.6857
H 1.3127 -1.9950 -1.8391
H 2.9618 -2.6301 -1.9801
H 2.5945 -1.0669 -2.7102
C 2.3549 0.9820 0.8662
H 1.4616 1.2974 1.4466
H 3.0334 0.4766 1.5718
H 2.8697 1.8972 0.5153
C 0.2833 2.6914 -1.3206
H -0.3776 3.5256 -1.0406
H 1.1292 2.7252 -0.6153
H 0.6694 2.9109 -2.3409
C -1.2855 0.9342 3.9990
C -1.2467 -0.1824 2.9843
O -0.8371 0.1974 1.7035
C -0.2824 -1.2973 3.5002
F -0.5769 -1.7267 4.7543
F -0.2407 -2.3860 2.6819
F 0.9975 -0.7996 3.5330
C -2.6856 -0.7814 2.8560
F -3.1993 -1.1933 4.0492
F -3.5259 0.1752 2.3577
F -2.7456 -1.8272 1.9916
H -0.2677 1.2990 4.1749
H -1.7019 0.5501 4.9358
H -1.9146 1.7451 3.6207

***

No. 2
57
Properties=species:S:1:pos:R:3 method="wB97M-V/def2-TZVPD" de_lowest_kj_mol=6.05 lumo_ha="-0.2454 / -0.2451" charge=+2 largest_force_ha_per_bohr=0.04109 spin_multiplicity=5 orbital_gap_ev="6.6 / 6.7" s_squared=6.0123 homo_energy_ev="-13.32 / -13.35"
Pm 0.3963 0.2167 0.8610
N -2.0354 -0.0308 2.7462
N -1.8184 -1.0535 3.6781
C -0.7344 -1.8190 3.5882
N -0.4981 -2.7737 4.4623
N 0.0379 -1.5182 2.5131
N 1.2343 -2.0623 2.3077
O 1.7633 -2.9084 2.9709
O 1.7948 -1.5478 1.2738
H -2.1671 0.8463 3.2354
H -2.8535 -0.2488 2.1851
H -2.4957 -1.2221 4.4067
H -1.1100 -2.9340 5.2472
H 0.3500 -3.3121 4.3857
F 0.8396 4.7204 5.6332
C 0.7209 3.8191 4.6547
C 1.6522 2.8045 4.5628
C 1.5095 1.8790 3.5372
C 0.4738 1.9385 2.5950
C -0.4372 2.9934 2.7486
C -0.3311 3.9334 3.7629
H 2.4663 2.7564 5.2752
H 2.2591 1.0891 3.4805
H -1.2614 3.1118 2.0458
H -1.0324 4.7530 3.8637
S 1.8162 1.0943 -1.6224
C 3.4445 0.5620 -1.7040
N 4.3298 1.1144 -2.5188
C 5.6731 0.5273 -2.4041
C 5.4552 -0.5786 -1.3490
N 4.0309 -0.4130 -1.0122
H 4.1150 1.9232 -3.0765
H 6.3906 1.2743 -2.0775
H 5.9967 0.1270 -3.3609
H 6.0750 -0.4360 -0.4685
H 5.6412 -1.5706 -1.7502
H 3.5434 -1.0299 -0.3902
C -1.5222 0.3715 -5.1194
C -0.8954 -0.8312 -4.4251
N -0.9253 -0.7375 -2.9621
C -1.9658 -1.0342 -2.1899
S -1.9024 -0.8490 -0.4629
N -3.0723 -1.4864 -2.7626
C -4.3297 -1.8684 -2.1024
C -5.3853 -0.7808 -2.2275
H -1.4197 0.2700 -6.1999
H -1.0245 1.2928 -4.8140
H -2.5859 0.4731 -4.8913
H 0.1519 -0.9238 -4.7031
H -1.3730 -1.7640 -4.7274
H -0.1354 -0.2897 -2.5248
H -3.1052 -1.4647 -3.7696
H -4.1079 -2.0793 -1.0626
H -4.6671 -2.7934 -2.5649
H -5.0849 0.1159 -1.6845
H -6.3327 -1.1329 -1.8200
H -5.5519 -0.5130 -3.2724

***

No. 3
48
Properties=species:S:1:pos:R:3 method="wB97M-V/def2-TZVPD" de_lowest_kj_mol=566.63 lumo_ha=0.0176 smiles=c1cc[nH]c1.c1cc[nH]c1.c1cc[nH]c1.CO.CO.CO charge=0 largest_force_ha_per_bohr=0.04367 orbital_gap_ev=8.3 homo_energy_ev=-7.79
C 0.0419 -1.7848 -3.3360
O 1.4060 -2.1193 -3.1725
H -0.1021 -1.6043 -4.4013
H -0.6472 -2.5841 -3.0634
H -0.1160 -0.9342 -2.6729
H 1.7118 -2.7474 -3.8310
C 1.3492 1.4781 3.4601
O 1.6354 0.1365 3.0021
H 2.2236 1.7201 4.0642
H 1.3050 2.2540 2.6958
H 0.5097 1.3850 4.1491
H 0.9995 0.0766 2.2854
C 0.7845 -0.3199 -0.0752
O -0.1146 0.2521 0.8560
H 0.7852 0.3483 -0.9364
H 1.8055 -0.4265 0.2912
H 0.4094 -1.2616 -0.4760
H -0.9246 0.4746 0.3913
N 1.8065 3.6016 -3.9701
C 2.9521 3.8103 -3.2394
C 3.2996 2.5592 -2.6910
C 2.3392 1.6195 -3.0978
C 1.4358 2.3077 -3.8804
H 1.2698 4.3147 -4.4430
H 3.3424 4.7884 -3.0001
H 4.1507 2.4257 -2.0397
H 2.4024 0.6125 -2.7126
H 0.5314 1.9442 -4.3454
N -1.9951 -3.2420 3.3339
C -0.8352 -2.6041 3.0683
C -0.1011 -2.5860 4.2049
C -0.7856 -3.3248 5.1735
C -1.9648 -3.7260 4.5992
H -2.6920 -3.4020 2.6205
H -0.5633 -2.1730 2.1162
H 0.8672 -2.1473 4.3952
H -0.4644 -3.4988 6.1898
H -2.7441 -4.3691 4.9805
N -2.4066 2.0037 -0.9047
C -1.9611 0.9414 -1.6704
C -2.3022 -0.2069 -1.0067
C -2.9452 0.1242 0.1762
C -3.0095 1.5066 0.2133
H -2.3386 2.9712 -1.1864
H -1.3800 1.0315 -2.5762
H -2.1090 -1.1915 -1.4064
H -3.3714 -0.5501 0.9042
H -3.4904 2.1159 0.9642

***

No. 4
49
Properties=species:S:1:pos:R:3 method="wB97M-V/def2-TZVPD" lumo_ha="-0.2343 / -0.2731" charge=+2 largest_force_ha_per_bohr=0.05931 spin_multiplicity=4 orbital_gap_ev="7.5 / 7.5" s_squared=3.7551 homo_energy_ev="-13.88 / -14.88"
C -0.4377 2.7508 -1.8938
C -0.0363 1.5226 -2.6858
N 0.0207 0.3978 -1.9489
C 0.0439 -0.7748 -2.6001
C 0.3675 -0.8481 -3.9347
C 0.4162 0.3139 -4.6850
C 0.1396 1.5403 -4.0626
C -0.4921 -1.9378 -1.8227
P 0.2533 -2.3459 -0.1584
H -0.0357 2.4851 -4.5825
H 0.5486 -1.8126 -4.3705
H 0.6117 0.2957 -5.7324
C 1.4787 2.7109 -0.4557
C -0.5357 3.7988 0.2651
H -0.7091 -2.8198 -2.4132
H -1.5356 2.7982 -1.9646
H -0.0697 3.6655 -2.3734
C 1.7345 -3.3222 -0.2594
C -0.9414 -3.8009 0.1660
H 1.9859 -3.5097 0.7971
H 1.6008 -4.2602 -0.8172
H 2.5190 -2.7099 -0.6988
H -1.2209 -3.8923 1.2236
H -1.8876 -3.7074 -0.3915
H -0.4351 -4.7360 -0.1410
H -0.1864 4.7689 -0.1389
H -1.6301 3.8031 0.2543
H -0.2458 3.7278 1.3200
H 1.8252 3.6574 -0.9060
H 1.8004 2.6676 0.6024
H 1.9031 1.8355 -0.9673
Pr -0.8112 0.2990 0.4812
H 1.0746 -0.8866 0.4515
O -2.5964 -0.8278 -0.6426
H -1.5512 -1.5975 -1.5660
H -3.3981 -0.7408 -1.2094
N -0.0094 2.6486 -0.4937
C 0.1087 1.8487 4.1423
C 0.0101 0.3590 4.0577
N -0.2122 -0.4056 2.9768
C -0.1422 -1.7544 3.4295
C 0.0679 -1.7407 4.7794
N 0.1617 -0.4063 5.1489
H -0.8897 2.2723 4.3793
H 0.8446 2.1110 4.9259
H 0.4642 2.2869 3.1856
H -0.2051 -2.6291 2.7647
H 0.1704 -2.5228 5.5078
H 0.3101 -0.0308 6.0995

***

No. 5
46
Properties=species:S:1:pos:R:3 method="wB97M-V/def2-TZVPD" de_lowest_kj_mol=0.00 lumo_ha=0.0333 smiles="O=C(CN1CCOCC1)OCCCC1CCCCC1" charge=0 largest_force_ha_per_bohr=0.01049 orbital_gap_ev=9.2 homo_energy_ev=-8.32
O 0.4518 0.9478 0.8636
C 1.0583 -0.0603 1.1202
O 1.5131 -0.9165 0.2125
C 1.1891 -0.6512 -1.1556
C -0.1840 -1.2177 -1.5042
C -0.5307 -1.0803 -2.9863
H -1.4650 -1.6200 -3.1535
H 0.2391 -1.5729 -3.5842
C -0.7005 0.3763 -3.4546
C -1.9332 0.5278 -4.3508
C -2.1229 1.9801 -4.7794
C -0.8882 2.4900 -5.5148
C 0.3488 2.3359 -4.6363
C 0.5270 0.8789 -4.2185
H 1.4226 0.7796 -3.6031
H 0.6670 0.2644 -5.1117
H 1.2346 2.6779 -5.1759
H 0.2399 2.9569 -3.7442
H -1.0237 3.5381 -5.7898
H -0.7520 1.9171 -6.4351
H -3.0016 2.0643 -5.4226
H -2.2961 2.5965 -3.8943
H -2.8220 0.1870 -3.8151
H -1.8133 -0.1006 -5.2369
H -0.8465 1.0125 -2.5754
H -0.1961 -2.2738 -1.2246
H -0.9350 -0.7030 -0.9015
H 1.2127 0.4305 -1.3154
H 1.9739 -1.1372 -1.7390
C 1.3973 -0.5303 2.5279
N 0.2156 -1.1802 3.0758
C -0.8442 -0.2578 3.4607
C -0.5740 0.4208 4.8097
O -0.3358 -0.5276 5.8307
C 0.7448 -1.3719 5.4969
C 0.4829 -2.0976 4.1715
H 1.3294 -2.7357 3.9132
H -0.4076 -2.7236 4.2854
H 0.8371 -2.0850 6.3178
H 1.6739 -0.7833 5.4281
H -1.4434 0.9968 5.1294
H 0.2888 1.1002 4.7272
H -0.9634 0.4956 2.6824
H -1.7659 -0.8426 3.5343
H 2.1999 -1.2660 2.4603
H 1.7406 0.3383 3.1104

***

No. 6
53
Properties=species:S:1:pos:R:3 method="wB97M-V/def2-TZVPD" lumo_ha=0.0011 smiles="C[C@H](O)CNCCOBC(=O)NC(=O)F.CCCC#N.CCCC#N" charge=0 largest_force_ha_per_bohr=0.04754 orbital_gap_ev=8.0 homo_energy_ev=-8.01
C 1.2530 0.1382 -0.3840
C 2.0398 -1.1372 -0.1039
O 2.7170 -1.6055 -1.2598
C 1.2286 -2.2478 0.5229
N 0.1546 -2.7566 -0.3259
C -1.1769 -2.3003 0.0652
C -2.2026 -2.8816 -0.8706
O -3.4333 -3.1066 -0.1358
B -4.4673 -2.8666 -0.9850
C -5.0684 -1.3707 -0.9684
O -4.3289 -0.4534 -1.2276
N -6.4905 -1.1588 -0.6537
C -6.7102 0.0282 0.0913
O -7.0187 0.0728 1.2577
F -6.5442 1.1551 -0.6186
H 0.3038 -0.0434 -0.8691
H 1.1448 0.7050 0.5216
H 1.8526 0.7570 -1.0453
H 2.7990 -0.8531 0.6299
H 3.6117 -1.2497 -1.1969
H 0.8119 -1.8813 1.4535
H 1.9102 -3.0646 0.7423
H 0.3447 -2.5753 -1.3007
H -1.2149 -1.2164 0.0708
H -1.3563 -2.6120 1.0857
H -1.8340 -3.8071 -1.3015
H -2.3612 -2.2006 -1.7061
H -4.8595 -3.7284 -1.7138
H -6.9760 -1.0494 -1.5429
C -3.4643 3.0323 -0.1623
C -3.8895 2.6100 1.2386
C -2.7174 2.5281 2.2228
C -1.7667 1.4825 1.8537
N -1.0187 0.6621 1.5622
H -2.7893 2.3012 -0.6099
H -4.3349 3.1191 -0.8113
H -2.9583 4.0000 -0.1439
H -4.3980 1.6464 1.1885
H -4.6121 3.3299 1.6263
H -3.0953 2.3162 3.2242
H -2.1979 3.4864 2.2765
C 6.4175 2.3846 -0.2947
C 7.2446 1.3918 0.5148
C 7.6071 0.1305 -0.2763
C 6.4281 -0.6561 -0.6261
N 5.5020 -1.2730 -0.9019
H 5.4532 1.9610 -0.5796
H 6.2240 3.2829 0.2905
H 6.9418 2.6821 -1.2045
H 6.7022 1.1174 1.4208
H 8.1708 1.8727 0.8328
H 8.2774 -0.4951 0.3151
H 8.1448 0.3970 -1.1875

***

No. 7
62
Properties=species:S:1:pos:R:3 method="wB97M-V/def2-TZVPD" de_lowest_kj_mol=189.43 lumo_ha=0.0527 charge=-1 largest_force_ha_per_bohr=0.10649 orbital_gap_ev=4.5 homo_energy_ev=-3.07
O 1.9301 3.0511 3.1917
C 3.0508 2.5695 3.2197
F 4.0904 3.2046 2.5594
N 3.2425 1.3231 3.9127
C 4.6510 1.2028 4.4557
O 5.5275 0.9117 3.6217
N 4.8205 1.3661 5.8415
C 5.5166 2.6005 6.1757
O 6.7242 2.8719 5.4164
O 7.5952 1.8178 5.7294
H 3.2074 0.5843 3.1540
H 5.8508 2.4891 7.2609
H 4.8531 3.5242 6.1662
H 8.4168 2.0474 5.2652
Br 1.9521 0.3683 1.5441
C 1.6033 -1.3834 0.7628
C 0.2061 -1.4649 0.2009
Br -1.1134 -1.6811 1.6186
H 1.8003 -2.1199 1.5365
H 2.3426 -1.4920 -0.0320
H 0.0956 -2.3496 -0.4269
H -0.0804 -0.5828 -0.3687
Br -3.7266 -0.1399 -0.5977
C -5.4881 -0.1646 0.2542
C -5.4310 -0.8035 1.6228
Br -5.3151 -2.7475 1.5003
H -6.1634 -0.6771 -0.4258
H -5.7745 0.8654 0.3397
H -6.3519 -0.6087 2.1730
H -4.5803 -0.4720 2.2155
Br -4.2397 3.9012 -3.8042
C -6.0125 3.9068 -2.9977
C -5.9857 3.3071 -1.6139
Br -5.8708 1.3592 -1.6769
H -6.6743 3.3812 -3.6817
H -6.3009 4.9582 -2.9555
H -6.9174 3.5202 -1.0886
H -5.1465 3.6527 -1.0125
Br -1.6658 -5.2714 -1.2500
C -0.9265 -6.2811 0.2441
C -0.2506 -5.3718 1.2374
Br 1.4914 -4.7858 0.5901
H -0.2594 -7.0299 -0.1776
H -1.7822 -6.7785 0.7017
H -0.0445 -5.9050 2.1658
H -0.8246 -4.4738 1.4591
Br 7.8132 -5.7733 -1.0269
C 6.0865 -5.8354 -0.1253
C 4.9548 -5.5896 -1.0901
Br 4.8059 -3.7004 -1.5406
H 6.1252 -5.1110 0.6854
H 6.0213 -6.8402 0.2930
H 3.9996 -5.8491 -0.6327
H 5.0635 -6.1321 -2.0269
Br -4.3463 7.3205 -5.7404
C -3.2067 5.9781 -6.5733
C -3.2116 6.1094 -8.0749
Br -4.8523 5.3928 -8.8443
H -3.5530 5.0085 -6.2249
H -2.2090 6.1675 -6.1760
H -2.4091 5.5156 -8.5128
H -3.1243 7.1387 -8.4162

***

No. 8
55
Properties=species:S:1:pos:R:3 method="wB97M-V/def2-TZVPD" lumo_ha="-0.0787 / -0.2914" charge=+1 largest_force_ha_per_bohr=0.09112 spin_multiplicity=3 orbital_gap_ev="10.7 / 4.9" s_squared=2.0075 homo_energy_ev="-12.81 / -12.80"
C 0.1246 3.4489 2.6076
C -0.8472 2.2782 2.6842
C -2.2260 3.0048 2.5313
C -3.3521 2.0219 2.3087
C -3.1284 1.2021 1.0118
C -1.7701 0.4165 1.0772
N -0.6349 1.2413 1.6230
O 0.6410 0.6213 1.7360
C -1.9773 -0.8437 1.8780
C -1.3852 0.0900 -0.4304
C -0.8783 1.7243 4.1285
H 1.1292 3.2639 2.9881
H -0.2043 4.3949 3.0377
H 0.4303 3.6596 1.5828
H -2.4052 3.7039 3.3482
H -2.1937 3.6976 1.6905
H -4.3396 2.4741 2.2172
H -3.3512 1.3034 3.1284
H -3.1177 1.7982 0.0993
H -3.9876 0.5319 0.9843
H -2.7636 -1.4287 1.4009
H -1.1000 -1.4791 1.7566
H -2.2167 -0.5497 2.8999
H -0.5599 -0.6164 -0.5195
H -2.2333 -0.3104 -0.9859
H -1.1258 0.9493 -1.0488
H -0.9823 2.5167 4.8697
H 0.0810 1.2139 4.2141
H -1.6714 1.0035 4.3269
Cl 4.2506 -2.1538 -0.9941
C 2.8064 -2.3552 0.0030
C 3.1920 -2.4064 1.5222
Cl 1.9093 -2.4899 2.6118
H 2.2684 -3.2807 -0.2022
H 2.2075 -1.4633 -0.1810
H 3.8010 -1.5334 1.7567
H 3.7938 -3.2563 1.8443
Cl 0.3594 2.4622 -3.0800
C 1.9303 2.4528 -2.3831
C 2.0388 1.3464 -1.3230
Cl 3.7490 1.2472 -0.8405
H 2.1839 3.4399 -1.9965
H 2.6206 2.3038 -3.2134
H 1.7710 0.3650 -1.7145
H 1.4958 1.5835 -0.4081
C -0.3589 -2.5481 -3.6381
Cl 0.5846 -1.1393 -4.0060
Cl -1.9852 -2.0844 -3.1225
Cl 0.3665 -3.4059 -2.3016
H -0.4838 -3.1294 -4.5517
C 1.5638 -5.1249 -6.2724
Cl 1.2439 -3.4076 -6.6262
Cl 0.0935 -6.0452 -6.1932
Cl 2.4792 -5.1808 -4.7492
H 2.1646 -5.5285 -7.0873